Entry 1:
CH13O6 | ωB97M-V/def2-TZVPD

Values from the calculation:
E ... -13535.129 eV
Orbital gap ... 9.1947 eV
ΔE to the lowest compared entry with this formula, charge and spin ... 0.0 kJ/mol
Highest occupied orbital energy ... -5.478 eV
LUMO energy ... 3.716 eV

```
! RIJCOSX wB97M-V def2-TZVPD def2/J DEFGRID3
* xyz -1 1
C 0.600 0.190 -0.856
O 0.295 0.338 0.497
H -0.026 -0.573 -1.350
H 0.466 1.131 -1.409
H 1.643 -0.128 -1.006
H -2.102 2.113 -1.036
H -2.569 1.036 -2.008
O -2.482 1.991 -1.935
H 0.321 -2.121 2.114
H -0.142 -1.045 1.091
O -0.358 -1.978 1.443
H 3.082 1.141 1.316
H 1.700 0.453 1.356
O 2.563 0.545 1.861
H -0.864 3.032 0.755
H -0.749 1.460 0.604
O -1.415 2.245 0.645
H 0.119 -3.050 -1.434
H -0.103 -3.095 0.068
O 0.020 -3.683 -0.715
*
```

=====

Entry 2:
C4H8INOS | ωB97M-V/def2-TZVPD

Values from the calculation:
E ... -26749.893 eV
Orbital gap ... 7.9759 eV
ΔE to the lowest compared entry with this formula, charge and spin ... 15.1 kJ/mol
Highest occupied orbital energy ... -8.471 eV
SMILES string ... OCCNC(=S)CI
LUMO energy ... -0.495 eV

```
! RIJCOSX wB97M-V def2-TZVPD def2/J DEFGRID3
* xyz 0 1
O 2.634 -0.239 -0.774
C 1.660 -0.829 0.014
C 0.340 -0.727 -0.751
N -0.170 0.639 -0.731
C -1.108 1.219 0.092
S -1.081 2.876 0.044
C -1.960 0.499 1.048
I -3.416 -0.889 0.066
H 3.451 -0.297 -0.214
H 1.774 -1.844 0.295
H 1.757 -0.351 0.968
H 0.554 -0.991 -1.847
H -0.497 -1.274 -0.193
H 0.339 1.301 -1.253
H -2.828 1.101 1.415
H -1.450 -0.194 1.821
*
```

=====

Entry 3:
C4H5NO | ωB97M-V/def2-TZVPD

Values from the calculation:
E ... -7762.314 eV
Orbital gap ... 10.0970 eV
ΔE to the lowest compared entry with this formula, charge and spin ... 406.5 kJ/mol
Highest occupied orbital energy ... -9.313 eV
SMILES string ... N#CC1(O)CC1
LUMO energy ... 0.784 eV

```
! RIJCOSX wB97M-V def2-TZVPD def2/J DEFGRID3
* xyz 0 1
N -1.585 1.823 -0.359
C -0.470 1.482 -0.276
C 0.397 0.431 0.202
O 0.482 0.408 1.593
C -0.452 -0.668 -0.488
C 1.050 -0.805 -0.355
H -0.371 0.646 1.985
H -1.466 -0.495 -0.022
H -0.625 -0.417 -1.530
H 1.531 -1.370 0.438
H 1.622 -0.777 -1.286
*
```

=====

Entry 4:
C25H28N6O2PtS3 | ωB97M-V/def2-TZVPD

Values from the calculation:
E ... -75154.546 eV
Orbital gap ... 7.4903 eV
ΔE to the lowest compared entry with this formula, charge and spin ... 154.8 kJ/mol
Highest occupied orbital energy ... -13.311 eV
LUMO energy ... -5.821 eV

```
! RIJCOSX wB97M-V def2-TZVPD def2/J DEFGRID3
* xyz 2 1
Pt -0.481 -1.259 0.191
C -0.315 1.663 3.329
C -0.743 0.794 2.187
N 0.130 0.016 1.615
N 1.405 0.008 2.182
C 2.300 0.800 1.742
S 2.212 1.983 0.390
S 3.622 1.139 2.832
C 5.117 1.160 1.773
C 5.883 -0.129 1.854
C 5.369 -1.303 1.311
C 6.080 -2.487 1.405
C 7.315 -2.512 2.041
C 7.832 -1.347 2.584
C 7.115 -0.161 2.494
C -2.120 0.890 1.681
C -3.175 1.247 2.532
C -4.457 1.409 2.050
C -4.707 1.245 0.691
C -3.686 0.891 -0.173
C -2.396 0.697 0.310
O -1.409 0.352 -0.547
H 0.112 2.584 2.922
H -1.154 1.951 3.951
H 0.447 1.180 3.936
H 4.805 1.410 0.760
H 5.714 1.990 2.149
H 4.397 -1.288 0.825
H 5.677 -3.402 0.989
H 7.870 -3.437 2.112
H 8.792 -1.359 3.081
H 7.522 0.746 2.923
H -3.000 1.381 3.590
H -5.258 1.673 2.726
H -5.707 1.389 0.306
H -3.864 0.750 -1.231
C -2.905 -4.037 -2.141
C -2.218 -3.419 -0.962
O -1.427 -2.474 -1.186
N -2.487 -3.936 0.239
C -1.918 -3.548 1.535
C -0.439 -3.842 1.571
C 0.061 -5.031 2.068
C 1.413 -5.311 1.944
C 2.229 -4.389 1.310
C 1.670 -3.215 0.850
N 0.369 -2.936 0.991
H -3.211 -3.248 -2.823
H -3.768 -4.636 -1.858
H -2.189 -4.673 -2.664
H -3.140 -4.704 0.245
H -2.438 -4.121 2.298
H -2.107 -2.489 1.716
H -0.611 -5.738 2.537
H 1.816 -6.240 2.322
H 3.284 -4.568 1.168
H 2.269 -2.465 0.353
N -0.345 1.825 -1.878
C 0.911 1.737 -2.218
N 1.437 2.349 -3.261
S 2.006 0.716 -1.259
H -0.975 2.435 -2.382
H -0.744 1.159 -1.176
H 0.875 2.876 -3.916
H 2.432 2.303 -3.420
*
```

=====

Which of these has the highest LUMO energy? CH13O6

=====

Among the records above, which one has the highest E? C4H5NO